Here is a structure of composition C14H19N5O5SSe2Sn from the OMol25 dataset. Energies are from the ωB97M-V functional and the def2-TZVPD basis.

The geometry in XYZ format:
```
47
Properties=species:S:1:pos:R:3
Sn -0.903 2.072 0.676
N -2.363 -4.502 -2.392
C -2.274 -3.591 -1.363
C -1.815 -3.984 -0.101
C -1.763 -3.084 0.945
C -2.153 -1.767 0.734
C -2.625 -1.365 -0.507
C -2.700 -2.270 -1.547
S -1.858 -0.535 1.965
O -2.694 0.609 1.596
O -2.011 -1.051 3.283
N -0.365 0.058 1.625
C 0.734 -0.701 1.904
N 0.575 -1.931 2.418
C 1.665 -2.598 2.759
C 2.944 -2.093 2.591
C 3.012 -0.858 1.976
N 1.933 -0.177 1.619
H -1.826 -5.347 -2.310
H -2.456 -4.142 -3.325
H -1.492 -5.008 0.048
H -1.428 -3.377 1.927
H -2.955 -0.341 -0.634
H -3.088 -1.965 -2.511
H 1.501 -3.584 3.183
H 3.827 -2.632 2.898
H 3.961 -0.382 1.742
C 1.943 4.402 -0.306
Se 1.960 2.608 0.506
C 2.728 1.731 -1.090
C 1.870 1.631 -2.332
Se 0.510 0.222 -2.169
C -0.866 1.082 -3.256
H 2.896 4.592 -0.793
H 1.807 5.103 0.513
H 1.119 4.518 -1.008
H 3.030 0.745 -0.746
H 3.622 2.312 -1.315
H 2.503 1.351 -3.174
H 1.366 2.568 -2.568
H -1.153 2.025 -2.795
H -1.723 0.413 -3.280
H -0.496 1.243 -4.265
O -1.196 4.788 0.999
N -1.149 4.527 2.228
O -1.498 5.311 3.081
O -0.656 3.374 2.575
```

Properties
electronic energy = -179870.6528 eV
highest occupied orbital energy = -8.442 eV
LUMO level = 0.0042 Eh
total charge = 0